1.
The following is a DFT calculation (ωB97M-V/def2-TZVPD) of a 2-piece molecular cluster, C3H7ClN2O overall.

Geometry as XYZ:
```
14
Properties=species:S:1:pos:R:3:forces:R:3
C -2.52442 -0.11903 -0.04888 0.0 0.0 0.1
C -1.67007 0.30054 1.10522 -0.1 -0.1 0.4
O -2.07840 -0.14830 2.29105 -0.1 -0.2 0.4
N -0.66053 1.02778 0.87483 0.7 0.5 -0.7
Cl 0.31056 1.47893 2.22743 -0.3 -0.2 0.1
H -2.97545 0.75435 -0.51317 0.0 0.0 0.0
H -1.91302 -0.62232 -0.79218 0.0 0.0 0.0
H -3.30132 -0.78617 0.31291 0.0 0.0 -0.1
H -1.46839 0.16315 2.98427 0.0 0.0 -0.2
C 3.35058 0.06769 -0.32596 0.7 0.5 0.1
N 2.34139 -0.45070 -0.84557 -0.9 -0.6 -0.3
H 3.98575 0.84482 -0.76803 -0.2 0.0 -0.1
H 3.64580 -0.27693 0.65702 0.1 0.0 0.2
H 2.08941 -0.10117 -1.76975 0.3 0.2 0.1
```
Forces are in eV/Å.

net charge: 0
LUMO: 0.806 eV
HOMO-LUMO gap: 0.3901 Eh
SMILES: C/C(O)=N/Cl.C=N
energy relative to the best compared isomer or geometry (same formula, charge and spin): 29.26 kcal per mole


2.
The following is a DFT calculation (ωB97M-V/def2-TZVPD) of a 2-piece molecular cluster, C3H7ClN3 overall.

Geometry as XYZ:
```
14
Properties=species:S:1:pos:R:3:forces:R:3
C 0.10146 -3.40421 -0.96453 0.1 1.4 -0.3
C 0.73556 -0.86186 -0.37635 0.8 -3.3 0.0
C -0.47323 1.20534 0.19494 0.2 0.1 -2.5
N -0.22123 -3.43031 -2.11409 0.2 -1.6 2.7
N 1.91591 -0.34984 -0.12302 0.5 -0.9 -0.5
N -0.34151 -0.20886 -0.20909 -3.3 0.5 -0.6
Cl 0.22760 -4.08677 0.50436 -0.1 -0.1 -0.4
H -1.00161 1.90171 -0.54518 1.3 -1.2 0.5
H 0.51121 1.53884 0.49021 -0.2 0.5 0.0
H -1.11865 1.17602 0.98056 -1.5 0.3 2.7
H -0.04347 -2.70559 -2.73143 0.2 1.6 -1.8
H 2.60842 -0.98804 0.16868 0.9 -0.9 -0.3
H 2.07666 0.51284 0.29425 0.0 2.0 0.7
H -1.19264 -0.81946 -0.27194 1.0 1.6 -0.1
```
Forces are in eV/Å.

net charge: +1
LUMO (spin up / spin down): -5.156 / -5.157 eV
HOMO-LUMO gap (spin up / spin down): 0.2920 / 0.2919 Eh
energy relative to the best compared isomer or geometry (same formula, charge and spin): 90.69 kcal per mole


3.
The following is a DFT calculation (ωB97M-V/def2-TZVPD) of a 2-piece molecular cluster, C3H7ClN3O overall.

Geometry as XYZ:
```
15
Properties=species:S:1:pos:R:3:forces:R:3
C -1.56600 -1.37462 -0.82374 1.3 -1.3 -2.9
C 0.10099 0.59342 0.07355 -3.0 0.4 -0.1
C -1.87742 -0.60822 0.36235 2.6 1.2 -0.6
N 0.78270 -0.30910 0.51517 1.0 -1.5 0.4
N -0.08758 1.81528 -0.34231 2.3 3.2 0.7
N 2.45005 -0.30446 0.46671 -1.4 0.0 1.3
O -0.73592 -2.32184 -0.83620 -3.0 3.0 0.2
Cl -2.87924 0.73311 0.37714 -0.8 -0.2 0.1
H -2.08721 -0.89333 -1.77621 1.1 -1.3 1.3
H -1.57964 -1.13930 1.22016 -0.1 0.0 1.6
H -0.91077 2.23426 -0.69783 -1.6 -0.9 -0.6
H 0.44245 2.70919 -0.04111 -0.1 -2.6 -0.2
H 2.84916 0.39148 1.11604 0.1 -0.5 -0.7
H 2.36098 -1.24223 0.88916 1.2 0.5 -0.5
H 2.73745 -0.28363 -0.50289 0.4 0.0 0.0
```
Forces are in eV/Å.

net charge: +1
LUMO (spin up / spin down): -5.532 / -5.467 eV
HOMO-LUMO gap (spin up / spin down): 0.2721 / 0.2767 Eh
energy relative to the best compared isomer or geometry (same formula, charge and spin): 120.95 kcal per mole